No. 1
Computed, not measured: a molecular structure, C5H8O at a distorted geometry, with ωB97M-V/def2-TZVPD.

Positions of all 14 atoms, in Å:
C (1.857, -0.009, -0.033)
C (0.506, -0.098, -0.713)
O (-0.154, -1.373, -0.524)
C (-1.333, -0.698, -0.084)
C (-1.289, -0.191, 1.300)
C (-0.718, 0.653, -0.168)
H (2.522, -0.794, -0.411)
H (1.752, -0.140, 1.049)
H (2.323, 0.963, -0.237)
H (0.597, 0.114, -1.790)
H (-2.270, -0.964, -0.566)
H (-2.221, 0.352, 1.508)
H (-0.403, 0.633, 1.236)
H (-1.170, 1.552, -0.566)

- Energy relative to the best compared isomer or geometry (same formula, charge and spin): 110.1 kcal/mol
- HOMO-LUMO gap: 9.60 eV
- HOMO: -8.561 eV
- Max |F|: 1.39 eV/Å
- Calculated total energy: -7357.4792 eV

Löwdin atomic charge list, values in e, 5 entries:
1. C -0.0355
2. C -0.3426
3. O -0.0447
4. C -0.3579
5. C 0.0410

***

No. 2
Computed, not measured: a single C5H8O molecule, with ωB97M-V/def2-TZVPD.

Positions of all 14 atoms, in Å:
C (2.810, -0.114, 0.175)
C (1.395, -0.148, -0.177)
C (0.215, 0.041, -0.325)
C (-1.207, 0.414, -0.321)
C (-2.092, -0.809, -0.160)
O (-1.482, 1.280, 0.772)
H (3.311, -1.084, 0.184)
H (2.848, 0.293, 1.189)
H (3.352, 0.557, -0.499)
H (-1.441, 0.924, -1.269)
H (-1.812, -1.337, 0.755)
H (-3.139, -0.504, -0.092)
H (-1.958, -1.480, -1.013)
H (-0.802, 1.967, 0.778)

- Energy relative to the best compared isomer or geometry (same formula, charge and spin): 45.4 kcal/mol
- HOMO-LUMO gap: 10.50 eV
- HOMO: -9.651 eV
- Max |F|: 0.57 eV/Å
- SMILES string: CC#C[C@@H](C)O
- Calculated total energy: -7360.2849 eV

Löwdin atomic charge list, values in e, 5 entries:
1. C -0.1061
2. C -0.0720
3. C 0.0069
4. C -0.4651
5. C -0.0527

***

No. 3
Computed, not measured: a single C5H8O molecule, with ωB97M-V/def2-TZVPD.

Positions of all 14 atoms, in Å:
O (1.315, 0.427, 1.623)
C (0.590, 0.097, 0.494)
C (-0.078, -1.260, 0.298)
C (-1.308, -0.510, -0.299)
C (-0.561, 0.813, -0.171)
C (0.794, 0.699, -0.849)
H (1.559, 1.358, 1.541)
H (-0.291, -1.820, 1.210)
H (0.454, -1.913, -0.401)
H (-2.166, -0.565, 0.376)
H (-1.627, -0.792, -1.308)
H (-1.002, 1.784, 0.041)
H (1.403, 1.598, -0.856)
H (0.912, 0.072, -1.732)

- Energy relative to the best compared isomer or geometry (same formula, charge and spin): 46.2 kcal/mol
- HOMO-LUMO gap: 9.93 eV
- HOMO: -8.963 eV
- Max |F|: 0.31 eV/Å
- SMILES string: O[C@@]12CC[C@@H]1C2
- Calculated total energy: -7360.2510 eV

Löwdin atomic charge list, values in e, 5 entries:
1. O 0.0415
2. C -0.4916
3. C -0.0809
4. C -0.1296
5. C -0.1777

***

No. 4
Computed, not measured: a single C5H8O molecule, with ωB97M-V/def2-TZVPD.

Positions of all 14 atoms, in Å:
O (-0.190, 1.574, 1.165)
C (-0.148, 0.252, 0.738)
C (1.681, -0.759, 0.417)
C (-1.258, -0.176, -0.240)
C (-0.247, -0.703, -1.276)
C (0.893, -0.014, -0.513)
H (0.106, 1.624, 2.081)
H (-0.035, -0.455, 1.567)
H (2.320, -0.004, 0.925)
H (-1.780, 0.722, -0.583)
H (-1.986, -0.884, 0.166)
H (-0.129, -1.788, -1.257)
H (-0.406, -0.362, -2.301)
H (1.178, 0.974, -0.888)

- Energy relative to the best compared isomer or geometry (same formula, charge and spin): 108.6 kcal/mol
- HOMO-LUMO gap: 9.10 eV
- HOMO: -8.323 eV
- Max |F|: 0.44 eV/Å
- Calculated total energy: -7357.5468 eV

Löwdin atomic charge list, values in e, 5 entries:
1. O 0.0056
2. C -0.3566
3. C 0.1073
4. C -0.1086
5. C -0.1452

***

No. 5
Computed, not measured: a single C5H8O molecule at a distorted geometry, with ωB97M-V/def2-TZVPD.

Positions of all 14 atoms, in Å:
C (-0.455, -2.483, 0.446)
C (0.171, -1.400, 0.009)
C (-0.168, -0.009, 0.412)
C (0.706, 1.105, -0.303)
C (-0.129, 2.319, -0.677)
O (0.285, 3.446, -0.632)
H (-0.395, -3.500, 0.091)
H (-1.144, -2.353, 1.283)
H (0.953, -1.583, -0.729)
H (-0.022, 0.262, 1.458)
H (-1.249, 0.126, 0.302)
H (1.152, 0.547, -1.122)
H (1.478, 1.412, 0.397)
H (-1.183, 2.111, -0.935)

- Energy relative to the best compared isomer or geometry (same formula, charge and spin): 38.1 kcal/mol
- HOMO-LUMO gap: 10.96 eV
- HOMO: -9.860 eV
- Max |F|: 1.83 eV/Å
- SMILES string: C=CCCC=O
- Calculated total energy: -7360.6047 eV

Löwdin atomic charge list, values in e, 5 entries:
1. C -0.0078
2. C -0.1996
3. C -0.2127
4. C -0.1344
5. C -0.2667

***

No. 6
Computed, not measured: a single C5H8O molecule at a distorted geometry, with ωB97M-V/def2-TZVPD.

Positions of all 14 atoms, in Å:
O (-2.735, -0.364, -0.417)
C (-1.437, -0.042, -0.352)
C (1.202, 1.699, -0.073)
C (1.671, 0.442, 0.174)
C (1.007, -0.802, 0.193)
C (-0.432, -0.975, 0.137)
H (-2.845, -1.325, -0.369)
H (-1.294, 1.020, -0.454)
H (1.884, 2.543, -0.039)
H (0.186, 1.951, -0.345)
H (2.739, 0.384, 0.396)
H (1.558, -1.690, 0.479)
H (-0.742, -2.018, -0.012)
H (-0.770, -0.706, 1.187)

- Energy relative to the best compared isomer or geometry (same formula, charge and spin): 101.6 kcal/mol
- HOMO-LUMO gap (alpha / beta): 7.98 / 6.34 eV
- HOMO (alpha / beta): -7.278 / -6.462 eV
- Max |F|: 2.14 eV/Å
- Calculated total energy: -7357.8497 eV

Löwdin atomic charge list, values in e, 5 entries:
1. O 0.0145
2. C -0.2046
3. C 0.0093
4. C -0.2095
5. C -0.1170

***

No. 7
Computed, not measured: a single C5H8O molecule, with ωB97M-V/def2-TZVPD.

Positions of all 14 atoms, in Å:
C (0.291, -1.025, -0.601)
C (1.281, 0.080, -0.144)
C (0.427, 1.163, 0.479)
O (-0.198, 0.726, 1.683)
C (-0.979, 0.755, 0.492)
C (-1.134, -0.609, -0.145)
H (0.318, -1.120, -1.691)
H (0.571, -2.002, -0.198)
H (1.869, 0.472, -0.982)
H (1.987, -0.296, 0.604)
H (0.741, 2.206, 0.465)
H (-1.806, 1.464, 0.505)
H (-1.830, -0.561, -0.990)
H (-1.550, -1.314, 0.583)

- Energy relative to the best compared isomer or geometry (same formula, charge and spin): 26.5 kcal/mol
- HOMO-LUMO gap: 11.15 eV
- HOMO: -9.982 eV
- Max |F|: 0.28 eV/Å
- SMILES string: C1C[C@@H]2O[C@@H]2C1
- Calculated total energy: -7361.1081 eV

Löwdin atomic charge list, values in e, 5 entries:
1. C -0.1587
2. C -0.1283
3. C -0.2554
4. O -0.0065
5. C -0.2563

***

No. 8
Computed, not measured: a single C5H8O molecule at a distorted geometry, with ωB97M-V/def2-TZVPD.

Positions of all 14 atoms, in Å:
C (1.508, 0.557, 0.384)
C (0.313, 0.361, -0.483)
C (-0.312, -1.022, -0.861)
C (-1.568, -0.666, -0.054)
O (-1.104, -0.496, 1.287)
C (-0.940, 0.607, 0.400)
H (1.017, 0.928, 1.462)
H (2.215, 1.371, 0.187)
H (2.107, -0.323, 0.630)
H (0.323, 1.043, -1.344)
H (0.235, -1.891, -0.473)
H (-0.473, -1.128, -1.936)
H (-2.594, -0.998, -0.209)
H (-0.727, 1.658, 1.010)

- Energy relative to the best compared isomer or geometry (same formula, charge and spin): 88.6 kcal/mol
- HOMO-LUMO gap: 10.51 eV
- HOMO: -9.369 eV
- Max |F|: 3.85 eV/Å
- SMILES string: C[C@H]1C[C@H]2O[C@@H]12
- Calculated total energy: -7358.4151 eV

Löwdin atomic charge list, values in e, 5 entries:
1. C -0.0825
2. C -0.3324
3. C -0.0736
4. C -0.1933
5. O -0.0398

***

No. 9
Computed, not measured: a single C5H8O molecule at a distorted geometry, with ωB97M-V/def2-TZVPD.

Positions of all 14 atoms, in Å:
C (1.222, -0.165, 0.321)
C (0.513, -1.299, 0.291)
C (-0.797, -1.186, -0.445)
O (-1.487, -0.009, 0.027)
C (-0.654, 1.098, 0.317)
C (0.652, 0.981, -0.470)
H (1.810, 0.139, 1.187)
H (0.696, -2.138, 0.957)
H (-1.477, -2.018, -0.244)
H (-0.668, -1.123, -1.537)
H (-0.293, 1.101, 1.383)
H (-1.242, 2.006, 0.173)
H (0.477, 0.716, -1.522)
H (1.248, 1.896, -0.437)

- Energy relative to the best compared isomer or geometry (same formula, charge and spin): 43.1 kcal/mol
- HOMO-LUMO gap: 10.50 eV
- HOMO: -9.379 eV
- Max |F|: 1.03 eV/Å
- SMILES string: C1=CCOCC1
- Calculated total energy: -7360.3846 eV

Löwdin atomic charge list, values in e, 5 entries:
1. C -0.1217
2. C -0.0765
3. C -0.1943
4. O -0.1383
5. C -0.2288

***

No. 10
Computed, not measured: a single C5H8O molecule at a distorted geometry, with ωB97M-V/def2-TZVPD.

Positions of all 14 atoms, in Å:
C (2.270, -0.751, -0.147)
C (1.276, -0.070, 0.053)
C (0.089, 0.616, 0.471)
O (-0.407, 1.620, -0.486)
C (-1.047, -0.320, 0.727)
C (-1.461, -1.173, -0.512)
H (3.162, -1.284, -0.243)
H (0.349, 1.186, 1.346)
H (0.354, 2.071, -0.843)
H (-0.816, -0.968, 1.554)
H (-1.890, 0.382, 0.965)
H (-2.233, -1.891, -0.265)
H (-1.817, -0.526, -1.324)
H (-0.613, -1.743, -0.850)

- Energy relative to the best compared isomer or geometry (same formula, charge and spin): 53.8 kcal/mol
- HOMO-LUMO gap: 10.99 eV
- HOMO: -10.112 eV
- Max |F|: 3.40 eV/Å
- SMILES string: C#C[C@@H](O)CC
- Calculated total energy: -7359.9228 eV

Löwdin atomic charge list, values in e, 5 entries:
1. C 0.1517
2. C -0.0884
3. C -0.4153
4. O -0.0377
5. C -0.1959

***

No. 11
Computed, not measured: a single C5H8O molecule, with ωB97M-V/def2-TZVPD.

Positions of all 14 atoms, in Å:
C (-0.325, 2.142, -1.585)
C (0.353, 1.126, -0.794)
C (0.733, 0.170, -0.164)
C (0.406, -1.163, 0.376)
C (0.305, -1.214, 1.894)
O (-0.900, -1.460, -0.118)
H (0.296, 3.021, -1.756)
H (-1.245, 2.447, -1.071)
H (-0.606, 1.709, -2.553)
H (1.115, -1.917, 0.008)
H (-0.208, -0.323, 2.267)
H (-0.290, -2.094, 2.152)
H (1.282, -1.288, 2.379)
H (-0.916, -1.156, -1.035)

- Energy relative to the best compared isomer or geometry (same formula, charge and spin): 53.5 kcal/mol
- HOMO-LUMO gap: 10.54 eV
- HOMO: -9.678 eV
- Max |F|: 0.71 eV/Å
- SMILES string: CC#C[C@@H](C)O
- Calculated total energy: -7359.9354 eV

Löwdin atomic charge list, values in e, 5 entries:
1. C -0.0984
2. C -0.0819
3. C 0.0134
4. C -0.4530
5. C -0.0490

***

No. 12
Computed, not measured: 3 unconnected molecules or ions with the total composition C5H8O, with ωB97M-V/def2-TZVPD.

Positions of all 14 atoms, in Å:
C (-0.383, -1.479, 0.648)
C (0.193, -0.217, 0.111)
C (-0.489, 0.933, -0.220)
C (0.574, 1.770, -0.602)
O (1.807, 1.293, -0.537)
C (1.667, -0.061, -0.091)
H (-0.038, -2.361, 0.097)
H (-1.471, -1.418, 0.609)
H (-0.063, -1.617, 1.689)
H (-1.723, -0.730, -2.143)
H (-4.965, 1.997, 1.465)
H (0.552, 2.793, -0.977)
H (2.260, -0.187, 0.818)
H (2.081, -0.716, -0.868)

- Energy relative to the best compared isomer or geometry (same formula, charge and spin): 212.1 kcal/mol
- HOMO-LUMO gap (alpha / beta): 7.45 / 7.47 eV
- HOMO (alpha / beta): -7.842 / -7.857 eV
- Max |F|: 0.43 eV/Å
- Calculated total energy: -7353.0595 eV

Löwdin atomic charge list, values in e, 5 entries:
1. C -0.0752
2. C -0.3359
3. C -0.0676
4. C -0.1052
5. O -0.0269